No. 1
Formula: C29H34N3O7PS2SeV
Source: the OMol25 dataset
Level of theory: wB97M-V/def2-TZVPD

Molecular weight = 761.62 g/mol
Relative energy (zero: lowest compared OMol25 entry of this formula, charge and spin) = 0.0 kcal/mol
2S+1 = 1
Maximum force = 0.13 eV/Å
Net charge = +1

The geometry in XYZ format:
```
78
Properties=species:S:1:pos:R:3:forces:R:3:lowdin_charge:R:1
V 1.4758 0.2109 0.7513 0.1 -0.1 -0.1 0.693
O 2.5255 0.7501 4.3228 0.0 0.0 0.0 -0.330
Se 1.3245 1.0002 3.3280 0.0 0.0 0.0 0.981
O 0.0021 1.7679 3.7343 0.0 0.0 0.0 -0.340
O 0.9676 -0.4388 2.4123 0.0 0.0 -0.1 -0.470
O 1.9407 1.5979 1.7875 0.0 0.1 0.0 -0.442
C -3.5555 0.0818 -2.6510 0.0 0.0 0.0 -0.042
C -3.4637 -1.2670 -1.9909 0.0 0.0 0.0 -0.266
C -3.2998 -2.4278 -2.7383 0.0 0.0 0.0 -0.030
C -3.1799 -3.6661 -2.1234 0.0 0.0 0.0 -0.024
C -3.2432 -3.7667 -0.7412 0.0 0.0 0.0 -0.270
N -3.0775 -5.0419 -0.1266 0.0 0.0 0.0 0.135
C -2.4162 -5.2875 1.0534 0.0 0.0 0.0 -0.532
O -2.6955 -6.2023 1.7907 0.0 0.0 0.0 0.098
N -1.3704 -4.4136 1.3740 0.0 0.0 0.0 0.144
C -0.5517 -3.7018 0.4972 0.0 0.0 0.0 -0.206
C -0.2622 -4.1337 -0.7929 0.0 0.0 0.0 0.034
C 0.5313 -3.3401 -1.6002 0.0 0.0 0.0 0.000
C 1.0436 -2.1618 -1.1053 0.0 0.0 0.0 -0.121
N 0.7920 -1.7512 0.1513 0.0 0.0 0.0 -0.071
C -0.0047 -2.4991 0.9244 0.0 0.0 0.0 -0.033
C -3.4539 -2.6220 0.0178 0.0 0.0 0.0 -0.014
C -3.5471 -1.3891 -0.6046 0.0 0.0 0.0 -0.032
H -3.7329 -0.0126 -3.7212 0.0 0.0 0.0 0.084
H -2.6291 0.6472 -2.5167 0.0 0.0 0.0 0.060
H -4.3690 0.6703 -2.2240 0.0 0.0 0.0 0.084
H -3.2576 -2.3655 -3.8190 0.0 0.0 0.0 0.117
H -3.0312 -4.5603 -2.7170 0.0 0.0 0.0 0.121
H -3.7739 -5.7467 -0.3201 0.0 0.0 0.0 0.161
H -1.0576 -4.5319 2.3254 0.0 0.0 0.0 0.161
H -0.6612 -5.0722 -1.1521 0.0 0.0 0.0 0.135
H 0.7658 -3.6362 -2.6125 0.0 0.0 0.0 0.126
H 1.6648 -1.5246 -1.7160 0.0 0.0 0.0 0.120
H -0.2233 -2.1230 1.9130 0.0 0.0 0.0 0.124
H -3.5448 -2.6985 1.0940 0.0 0.0 0.0 0.126
H -3.7186 -0.5077 0.0017 0.0 0.0 0.0 0.103
C 1.3921 4.8072 1.9173 0.0 0.0 0.0 -0.046
C -0.0212 4.8023 1.3846 0.0 0.0 0.0 -0.421
C -1.0446 5.0733 2.4626 0.0 0.0 0.0 -0.031
O -0.3570 3.4601 0.8428 0.0 0.0 0.0 -0.320
P -0.1271 3.0424 -0.6523 0.0 0.0 0.0 -0.043
S 1.4107 3.7136 -1.5707 0.0 0.0 0.0 0.414
S -0.1986 0.8894 -0.5093 0.0 0.0 0.0 0.567
O -1.4502 3.2449 -1.4647 0.0 0.0 0.0 -0.309
C -2.8456 3.4817 -1.0631 0.0 0.0 0.0 -0.399
C -3.2652 2.6531 0.1320 0.0 0.0 0.0 -0.044
C -3.0397 4.9702 -0.8863 0.0 0.0 0.0 -0.021
H 1.6496 5.8252 2.2125 0.0 0.0 0.0 0.099
H 2.1051 4.4765 1.1657 0.0 0.0 0.0 0.055
H 1.4664 4.1722 2.7996 0.0 0.0 0.0 0.077
H -0.1160 5.5088 0.5573 0.0 0.0 0.0 0.131
H -0.9802 4.3032 3.2319 0.0 0.0 0.0 0.085
H -2.0596 5.0934 2.0687 0.0 0.0 0.0 0.069
H -0.8368 6.0408 2.9201 0.0 0.0 0.0 0.099
H -3.3880 3.1439 -1.9458 0.0 0.0 0.0 0.136
H -2.7814 2.9812 1.0498 0.0 0.0 0.0 0.076
H -3.0368 1.5996 -0.0265 0.0 0.0 0.0 0.037
H -4.3445 2.7502 0.2559 0.0 0.0 0.0 0.102
H -2.4700 5.3403 -0.0337 0.0 0.0 0.0 0.063
H -4.0942 5.1817 -0.7064 0.0 0.0 0.0 0.098
H -2.7261 5.5073 -1.7799 0.0 0.0 0.0 0.096
C 6.0977 -3.2409 0.3816 0.0 0.0 0.0 -0.045
C 4.9047 -3.3766 1.1149 0.0 0.0 0.0 -0.039
C 3.9060 -2.4446 1.0045 0.0 0.0 0.0 -0.012
C 4.0707 -1.3418 0.1463 0.0 0.0 0.0 -0.147
C 3.1005 -0.3206 -0.0368 0.0 -0.1 0.0 -0.192
C 3.2767 0.7684 -0.8548 -0.1 0.0 0.1 -0.095
C 4.4920 0.9132 -1.5568 0.0 0.0 0.0 -0.021
C 5.4473 -0.0543 -1.4256 0.0 0.0 0.0 0.027
C 5.2736 -1.1909 -0.5851 0.0 0.0 0.0 -0.143
C 6.2818 -2.1685 -0.4487 0.0 0.0 0.0 -0.007
H 6.8750 -3.9856 0.4847 0.0 0.0 0.0 0.116
H 4.7808 -4.2214 1.7791 0.0 0.0 0.0 0.116
H 2.9966 -2.5423 1.5835 0.0 0.0 0.0 0.111
H 2.5182 1.5506 -0.9849 0.0 0.0 0.0 0.004
H 4.6419 1.7734 -2.1937 0.0 0.0 0.0 0.123
H 6.3788 0.0357 -1.9715 0.0 0.0 0.0 0.130
H 7.2034 -2.0533 -1.0050 0.0 0.0 0.0 0.123
```
Forces are in eV/Å.



No. 2
Formula: C29H34N6O2
Source: the OMol25 dataset
Level of theory: wB97M-V/def2-TZVPD

SMILES = COc1ccc(-n2nc3c(N4CCC(C(=O)NC[C@H](C)c5ccccc5)CC4)nnc(C)c3c2C)cc1
Molecular weight = 498.63 g/mol
Relative energy (zero: lowest compared OMol25 entry of this formula, charge and spin) = 5.7 kcal/mol
2S+1 = 1
Maximum force = 1.51 eV/Å
Net charge = 0

The geometry in XYZ format:
```
71
Properties=species:S:1:pos:R:3:forces:R:3:lowdin_charge:R:1
C 4.4707 5.3982 0.5040 -0.1 0.2 0.0 -0.084
O 5.2516 4.2270 0.5417 0.1 -0.3 0.0 -0.079
C 4.6294 3.0248 0.4488 0.0 -0.2 0.0 -0.273
C 3.2562 2.8432 0.3067 0.2 0.3 0.0 -0.006
C 2.7369 1.5667 0.2098 0.1 -0.3 -0.1 0.003
C 3.5698 0.4564 0.2504 0.2 0.9 0.0 -0.191
N 2.9870 -0.8184 0.1554 -0.2 -0.9 -0.1 -0.042
N 1.8361 -1.0272 0.7998 -0.4 0.2 0.4 0.137
C 1.4875 -2.2809 0.5215 0.9 0.0 -0.8 -0.123
C 0.3495 -3.0636 0.9000 0.1 -0.5 -0.1 -0.223
N -0.5814 -2.6438 1.7908 0.0 0.0 0.2 -0.066
C -1.8085 -3.3910 1.9461 -0.3 -0.3 -0.2 -0.149
C -2.9320 -2.7328 1.1386 0.1 0.0 0.3 -0.117
C -3.0941 -1.2726 1.5743 0.0 0.1 -0.2 -0.229
C -4.1818 -0.5286 0.8072 0.3 -0.4 0.4 -0.468
O -5.1040 0.0279 1.3663 -0.3 0.2 0.2 0.067
N -4.0421 -0.5408 -0.5368 0.1 -0.1 -0.6 0.084
C -4.8987 0.2281 -1.4047 -0.2 0.2 -0.1 -0.137
C -4.1599 1.4114 -2.0683 0.0 -0.2 0.0 -0.306
C -3.2731 0.9261 -3.2134 -0.2 0.2 0.1 -0.069
C -3.4278 2.1891 -0.9983 -0.1 0.1 -0.1 -0.203
C -4.1710 2.9722 -0.1209 0.1 0.0 0.0 -0.033
C -3.5612 3.6614 0.9093 -0.1 0.0 0.0 -0.072
C -2.1890 3.5848 1.0789 0.1 0.0 0.1 -0.093
C -1.4387 2.8166 0.2084 0.1 0.0 0.0 -0.096
C -2.0531 2.1211 -0.8200 0.0 0.0 -0.1 -0.053
C -1.7560 -0.5353 1.4497 0.0 -0.1 0.4 -0.118
C -0.6791 -1.2789 2.2447 0.0 0.5 -0.1 -0.143
N 0.2130 -4.2770 0.3942 -0.9 0.9 0.8 0.054
N 1.1164 -4.8280 -0.3987 1.0 -0.6 -0.9 0.042
C 2.2016 -4.2173 -0.7759 0.0 -0.1 -0.1 -0.300
C 3.1419 -4.9692 -1.6626 -0.1 0.1 0.0 -0.041
C 2.4457 -2.8813 -0.3488 -0.5 0.4 0.5 -0.049
C 3.4058 -1.8908 -0.5586 -0.2 -0.3 -0.1 -0.163
C 4.6131 -1.8900 -1.4219 0.1 0.0 0.0 -0.009
C 4.9400 0.6314 0.4214 -0.2 0.0 0.0 -0.011
C 5.4605 1.9034 0.5127 0.0 0.3 0.0 0.010
H 3.7596 5.4335 1.3352 0.0 0.0 0.0 0.097
H 3.9302 5.4905 -0.4433 0.0 0.0 0.0 0.097
H 5.1746 6.2233 0.5979 -0.1 0.0 0.0 0.094
H 2.5841 3.6855 0.2681 0.0 0.1 0.0 0.103
H 1.6740 1.4131 0.1061 -0.1 0.0 0.0 0.100
H -2.0710 -3.4047 3.0089 0.0 0.0 0.0 0.128
H -1.6256 -4.4071 1.5967 -0.1 0.1 0.2 0.108
H -2.6715 -2.7970 0.0803 0.0 0.0 -0.1 0.115
H -3.8653 -3.2758 1.2924 0.0 0.0 -0.1 0.125
H -3.4011 -1.2544 2.6257 0.0 0.0 -0.1 0.152
H -3.2287 -0.9689 -0.9464 0.0 -0.1 0.2 0.128
H -5.7066 0.5984 -0.7700 0.0 -0.1 -0.1 0.120
H -5.3204 -0.4230 -2.1779 -0.1 0.1 0.0 0.125
H -4.9286 2.0664 -2.4946 0.0 0.0 0.0 0.142
H -2.5662 0.1678 -2.8843 0.2 -0.1 0.0 0.070
H -3.8906 0.4907 -3.9965 0.0 -0.1 -0.1 0.079
H -2.7158 1.7565 -3.6409 0.1 0.0 -0.1 0.084
H -5.2420 3.0369 -0.2445 -0.1 0.0 0.0 0.120
H -4.1577 4.2577 1.5835 -0.1 0.0 0.1 0.104
H -1.7087 4.1199 1.8851 0.0 0.0 0.1 0.100
H -0.3672 2.7508 0.3338 0.1 0.0 0.0 0.086
H -1.4424 1.5281 -1.4839 0.0 -0.1 -0.1 0.104
H -1.4451 -0.4873 0.4038 0.1 0.1 -0.1 0.111
H -1.8563 0.4865 1.8183 0.0 0.1 0.0 0.119
H -0.9527 -1.2941 3.3057 0.0 0.0 0.0 0.131
H 0.2866 -0.7881 2.1287 -0.3 0.0 0.2 0.094
H 2.7978 -5.9958 -1.7474 0.0 0.0 0.0 0.075
H 4.1499 -4.9556 -1.2514 0.1 0.0 0.0 0.077
H 3.1676 -4.5249 -2.6577 0.1 0.0 -0.1 0.075
H 5.4743 -2.3010 -0.8927 0.1 0.0 0.0 0.092
H 4.4361 -2.5089 -2.2980 0.0 0.0 0.0 0.077
H 4.8551 -0.8790 -1.7455 0.0 0.0 -0.1 0.082
H 5.5934 -0.2218 0.5080 0.1 -0.1 0.0 0.116
H 6.5191 2.0593 0.6451 0.1 0.0 0.0 0.122
```
Forces are in eV/Å.



No. 3
Formula: C29H35AsCl5N3O4Ru
Source: the OMol25 dataset
Level of theory: wB97M-V/def2-TZVPD

Molecular weight = 842.87 g/mol
Relative energy (zero: lowest compared OMol25 entry of this formula, charge and spin) = 22.7 kcal/mol
2S+1 = 6
Maximum force = 0.53 eV/Å
Net charge = +1

The geometry in XYZ format:
```
78
Properties=species:S:1:pos:R:3:forces:R:3:lowdin_spin:R:1
Ru -0.4019 0.2531 0.3309 0.3 -0.3 0.2 3.423
C -0.3776 -3.4402 4.5779 0.0 -0.1 0.0 0.001
N 0.1380 -2.2839 3.8580 -0.1 0.0 -0.1 0.007
C 0.8717 -1.3205 4.6711 0.0 0.0 0.0 0.001
C -0.2524 -1.9374 2.6277 0.0 0.0 0.0 0.011
O 0.0553 -0.8301 2.1632 0.0 0.0 0.0 0.069
C -1.1238 -2.9261 1.8480 0.1 0.0 0.0 0.001
O -1.2437 -2.6159 0.4843 0.0 0.0 0.0 0.006
C -0.4797 -3.3764 -0.4168 0.0 0.0 0.0 0.000
C 0.7864 -2.6278 -0.8296 0.0 -0.1 0.1 0.009
O 1.0827 -1.5814 -0.2487 0.1 0.1 -0.1 0.057
N 1.5222 -3.1529 -1.8119 -0.1 -0.1 0.1 0.007
C 2.7154 -2.4641 -2.2837 0.0 0.0 0.0 0.001
C 1.1308 -4.3742 -2.5041 0.0 0.0 0.0 0.001
H 0.3821 -3.7743 5.2814 0.0 0.0 0.0 0.000
H -0.6007 -4.2684 3.9129 0.0 0.0 0.0 0.000
H -1.2796 -3.1813 5.1363 0.0 0.0 0.0 0.000
H 1.6245 -1.8547 5.2483 0.0 0.0 0.0 0.000
H 0.1973 -0.8054 5.3584 0.0 0.0 0.0 0.000
H 1.3518 -0.5906 4.0287 0.0 0.0 0.0 0.000
H -2.1274 -2.8909 2.2827 0.0 0.0 0.0 0.000
H -0.7425 -3.9412 1.9780 0.0 0.0 0.0 0.000
H -1.1030 -3.5785 -1.2913 0.0 0.0 0.0 0.000
H -0.2001 -4.3469 0.0094 0.0 0.0 0.0 0.000
H 2.8943 -1.5968 -1.6559 0.0 0.0 0.0 0.000
H 2.5715 -2.1428 -3.3170 0.0 0.0 0.0 0.000
H 3.5720 -3.1361 -2.2304 0.0 0.0 0.0 0.000
H 0.2577 -4.2171 -3.1405 0.0 0.0 0.0 0.000
H 0.9264 -5.1838 -1.8036 0.0 0.0 0.0 0.000
H 1.9573 -4.6844 -3.1375 0.0 0.0 0.0 0.000
Cl -7.5055 0.4701 -1.7567 0.0 0.0 0.0 0.005
C -5.8201 0.6604 -1.4961 0.0 0.0 0.0 0.013
C -5.2397 0.2051 -0.3164 0.0 0.0 0.0 -0.002
Cl -6.1951 -0.5327 0.9057 0.0 0.0 0.0 0.000
C -3.8732 0.3466 -0.1292 0.2 0.1 0.1 0.015
Cl -3.1203 -0.1201 1.3656 -0.2 -0.1 -0.1 0.050
C -3.0370 0.9246 -1.0934 -0.1 0.0 -0.1 0.016
O -1.7373 1.0151 -0.9461 -0.4 0.3 -0.1 0.180
C -3.6532 1.4181 -2.2582 0.1 0.0 0.0 0.015
Cl -2.6610 2.2133 -3.4194 0.0 0.0 0.0 0.005
C -5.0188 1.2798 -2.4595 -0.1 0.0 0.0 -0.002
Cl -5.7302 1.8673 -3.9076 0.0 0.0 0.0 -0.001
C 4.7520 2.5758 -0.2441 0.0 0.0 0.0 0.094
C 3.6116 2.8865 0.4875 0.0 0.0 0.0 -0.007
C 2.3857 2.3757 0.1098 0.1 0.1 0.1 0.079
C 2.2706 1.5632 -1.0254 0.0 -0.1 0.1 0.032
C 3.4322 1.2543 -1.7597 0.0 0.0 0.0 0.082
C 4.6572 1.7537 -1.3620 0.0 0.0 0.0 -0.008
N 1.0320 1.0340 -1.3285 0.1 0.2 -0.2 0.492
C 0.7265 0.8318 -2.6611 -0.1 -0.1 0.1 0.029
C 1.1635 1.7091 -3.6682 0.1 0.0 0.0 0.087
C 0.8163 1.4877 -4.9884 0.0 0.0 0.0 -0.009
C 0.0420 0.3889 -5.3363 0.0 0.0 0.0 0.094
C -0.4214 -0.4717 -4.3452 0.0 0.0 0.0 -0.006
C -0.1065 -0.2404 -3.0230 -0.1 0.0 -0.1 0.080
H 5.7132 2.9693 0.0576 0.0 0.0 0.0 0.005
H 3.6810 3.5304 1.3542 0.0 0.0 0.0 -0.002
H 1.4900 2.6369 0.6549 0.0 0.0 0.0 0.002
H 3.3651 0.5907 -2.6111 0.0 0.0 0.0 0.002
H 5.5464 1.4952 -1.9211 0.0 0.0 0.0 -0.002
H 1.7361 2.5858 -3.3984 0.0 0.0 0.0 0.002
H 1.1433 2.1838 -5.7486 0.0 0.0 0.0 -0.002
H -0.2231 0.2170 -6.3705 0.0 0.0 0.0 0.005
H -1.0590 -1.3054 -4.6089 0.0 0.0 0.0 -0.002
H -0.5149 -0.8790 -2.2527 0.0 0.0 0.0 0.005
C -1.6016 3.3995 4.2972 0.0 0.0 0.0 0.017
As -0.7800 2.2959 2.9099 0.2 0.0 -0.5 0.036
C 1.0875 2.4849 3.4853 -0.1 0.0 0.2 0.002
C -0.8418 3.6569 1.4887 -0.1 0.1 0.1 -0.001
H -1.1070 4.3698 4.3377 0.0 0.0 0.0 0.002
H -1.5141 2.9047 5.2630 0.0 0.0 0.0 0.000
H -2.6568 3.5387 4.0693 0.0 0.0 0.0 0.000
H 1.4301 3.5189 3.4233 0.0 0.0 0.0 0.000
H 1.7507 1.8421 2.9094 0.0 0.0 -0.1 0.000
H 1.1368 2.1651 4.5275 0.1 0.0 0.0 0.000
H -0.2595 4.5362 1.7671 0.0 0.0 0.0 0.000
H -1.8891 3.9443 1.3804 0.0 0.0 0.0 0.000
H -0.5082 3.2933 0.5157 0.0 -0.1 0.1 0.000
```
Forces are in eV/Å.



| no. | E_tot (hartree) |
| --- | --- |
| 1 | -6299.4090 |
| 2 | -1604.4940 |
| 3 | -6222.6439 |